Molecular formula: C17H44Cu2N4O7
Method: DFT, ωB97M-V/def2-TZVPD

The calculation puts the LUMO energy (spin up / spin down) at -6.93 / -9.96 eV.

```
! wB97M-V def2-TZVPD RIJCOSX def2/J DEFGRID3
* xyz 2 3
Cu 1.990 -0.148 -2.573
Cu 3.661 -2.960 0.079
C 2.173 -0.743 -0.002
O 1.313 0.079 -0.423
O 1.983 -1.716 0.809
O 3.081 -1.066 -0.850
C -2.036 0.027 -4.611
C -0.538 -0.028 -4.406
C 0.185 1.065 -5.165
O 1.578 0.795 -5.058
C 2.310 1.625 -5.958
N -0.181 0.085 -2.980
H -2.444 0.976 -4.250
H -2.552 -0.792 -4.108
H -2.327 -0.046 -5.660
H -0.111 -0.970 -4.758
H -0.051 2.073 -4.794
H -0.181 1.131 -6.195
H 2.219 1.215 -6.972
H 3.367 1.540 -5.720
H 1.967 2.656 -6.045
H -0.822 0.775 -2.582
H -0.522 -0.731 -2.439
C -0.877 4.248 1.602
C 0.084 3.449 0.739
C 1.582 3.435 1.261
O 2.018 4.729 1.111
C 3.427 4.906 1.287
N -0.352 2.059 0.729
H -1.015 3.816 2.594
H -1.822 4.328 1.068
H -0.481 5.254 1.743
H 0.023 3.703 -0.322
H 2.075 2.807 0.502
H 1.720 2.927 2.221
H 3.671 5.858 0.819
H 4.006 4.077 0.883
H 3.618 5.097 2.347
H -0.255 1.724 1.700
H 0.244 1.434 0.140
C 1.824 0.491 3.688
C 1.058 -0.736 4.146
C -0.335 -0.698 3.500
O -1.146 0.294 4.064
C -2.424 0.340 3.440
N 1.857 -1.908 3.720
H 2.060 0.484 2.620
H 2.763 0.526 4.247
H 1.302 1.399 4.003
H 0.980 -0.728 5.232
H -0.808 -1.691 3.579
H -0.281 -0.623 2.395
H -2.327 0.839 2.468
H -3.100 0.845 4.121
H -2.805 -0.670 3.255
H 1.290 -2.744 3.870
H 1.895 -1.784 2.708
C -2.649 -3.747 -1.704
C -2.089 -2.871 -0.586
C -1.676 -3.687 0.621
O -2.780 -4.231 1.301
C -2.415 -4.790 2.541
N -0.945 -2.118 -1.159
H -3.545 -4.250 -1.340
H -1.962 -4.531 -2.033
H -2.887 -3.155 -2.587
H -2.797 -2.120 -0.232
H -1.107 -3.062 1.331
H -0.992 -4.511 0.358
H -1.940 -4.046 3.197
H -1.736 -5.641 2.453
H -3.336 -5.046 3.058
H -0.286 -2.688 -1.687
H -0.384 -1.835 -0.351
*
```